This record from the Open Molecules 2025 dataset describes a cluster of 7 separate species, C48H100N7O10S in total at a distorted geometry. The level of theory is ωB97M-V with the def2-TZVPD basis set.

Calculated values
LUMO energy (eV): -2.09
Frontier orbital gap (eV): 8.43
Charge: +1
Multiplicity: 1
HOMO (Eh): -0.38650

Atoms and positions in Å:
C (0.51680, -1.46184, 1.82174)
C (1.03047, -0.49382, 0.74816)
C (0.99385, -1.17996, -0.63009)
C (0.81811, -0.20401, -1.80857)
C (1.39503, 1.20565, -1.55707)
N (1.21831, -0.74718, -3.14501)
C (2.27313, -1.57690, -3.29899)
N (3.47971, -1.53465, -2.76145)
C (3.96254, -0.52634, -1.82742)
O (5.30094, -0.79732, -1.53579)
O (6.07147, -0.65732, -2.72042)
N (2.05656, -2.60100, -4.21103)
C (0.94812, -2.00369, -5.06361)
C (0.29543, -2.92026, -6.08708)
N (1.26448, -3.60410, -6.94266)
C (0.12795, -1.36941, -3.96112)
C (-0.80937, -2.29741, -3.17914)
C (-0.15630, -3.52419, -2.51862)
C (-0.02164, -4.78295, -3.34970)
N (0.61183, -5.80420, -2.49451)
C (1.70324, -6.46727, -3.19251)
C (3.06113, -5.79396, -3.05688)
C (4.01503, -6.12034, -4.02784)
C (5.30611, -5.59878, -4.02689)
C (5.69858, -4.71602, -3.02674)
C (4.76145, -4.36793, -2.05611)
C (3.46459, -4.89596, -2.05892)
O (2.61208, -4.52926, -1.04758)
C (-0.82350, -0.31146, -4.62976)
C (-0.25104, 1.08157, -4.82090)
S (0.84710, 1.22746, -6.27449)
C (2.32732, 1.80349, -5.55776)
N (2.58506, 2.86384, -4.87465)
N (3.95018, 2.82366, -4.60356)
C (4.39871, 1.75877, -5.16066)
O (3.42545, 1.02926, -5.77106)
H (0.73573, -2.49691, 1.57301)
H (-0.56002, -1.35288, 1.90683)
H (0.92272, -1.18114, 2.78637)
H (2.04981, -0.19234, 0.97608)
H (0.37165, 0.36774, 0.75945)
H (1.88842, -1.79205, -0.70910)
H (0.11576, -1.81317, -0.60596)
H (-0.24838, -0.03183, -1.89003)
H (2.27114, 1.19513, -0.92641)
H (1.71375, 1.66525, -2.49140)
H (0.64099, 1.85795, -1.13684)
H (4.12084, -2.27355, -3.01772)
H (3.46971, -0.56855, -0.86321)
H (3.85543, 0.47363, -2.25262)
H (6.17274, 0.30248, -2.81101)
H (2.88979, -2.60602, -4.79828)
H (1.48416, -1.27186, -5.66646)
H (-0.42281, -3.62204, -5.67561)
H (-0.26497, -2.26842, -6.75280)
H (1.89701, -4.17056, -6.39130)
H (1.76333, -2.89786, -7.46844)
H (-1.31573, -1.73194, -2.40191)
H (-1.60217, -2.62553, -3.84906)
H (-0.64876, -3.79092, -1.58820)
H (0.85367, -3.25263, -2.23477)
H (-0.97254, -5.11934, -3.76380)
H (0.68381, -4.63680, -4.15950)
H (-0.05462, -6.52252, -2.24806)
H (1.79280, -7.49129, -2.83204)
H (1.51909, -6.55725, -4.26813)
H (3.76357, -6.80059, -4.83010)
H (6.03166, -5.87919, -4.77417)
H (6.69955, -4.32083, -2.99313)
H (5.06831, -3.67382, -1.28227)
H (3.07236, -3.87229, -0.51764)
H (-1.25387, -0.69674, -5.54614)
H (-1.65413, -0.19190, -3.93555)
H (0.24284, 1.45729, -3.93427)
H (-1.07145, 1.76387, -5.01872)
H (5.40193, 1.38724, -5.22968)
C (-3.80926, 1.52637, 3.54601)
C (-2.78317, 0.62612, 4.21255)
O (-1.47917, 0.73424, 3.66751)
C (-0.87713, 2.01772, 3.74197)
C (-0.71330, 2.54866, 5.15356)
H (-3.85650, 1.32514, 2.47427)
H (-4.79537, 1.35275, 3.97677)
H (-3.57249, 2.58292, 3.67590)
H (-3.07132, -0.41597, 4.07024)
H (-2.76182, 0.80005, 5.29316)
H (-1.43038, 2.73278, 3.12194)
H (0.10662, 1.90273, 3.28219)
H (-1.67352, 2.69730, 5.64813)
H (-0.19876, 3.51015, 5.14115)
H (-0.13251, 1.85158, 5.75926)
C (2.46451, 5.40713, 8.70831)
C (2.10212, 5.53157, 7.23758)
O (0.70773, 5.54877, 6.99111)
C (-0.01634, 6.60924, 7.59268)
C (0.44149, 7.98820, 7.15598)
H (2.01566, 4.51061, 9.13890)
H (3.54720, 5.34594, 8.82399)
H (2.11690, 6.26296, 9.28812)
H (2.48578, 4.66150, 6.70188)
H (2.58293, 6.40959, 6.79159)
H (0.01298, 6.51476, 8.68420)
H (-1.05645, 6.46933, 7.29876)
H (1.47602, 8.18429, 7.44298)
H (-0.18499, 8.75362, 7.61586)
H (0.37673, 8.08591, 6.07139)
C (-2.34708, -9.15767, -5.76793)
C (-2.77268, -7.71187, -5.95059)
O (-1.69226, -6.79033, -5.94186)
C (-0.70767, -6.96631, -6.94283)
C (-1.23686, -6.85296, -8.36089)
H (-1.78593, -9.27723, -4.83933)
H (-3.22515, -9.80244, -5.73138)
H (-1.71339, -9.50535, -6.58492)
H (-3.41483, -7.42148, -5.11862)
H (-3.36908, -7.59401, -6.86070)
H (-0.18394, -7.91890, -6.79922)
H (0.02685, -6.17663, -6.77050)
H (-1.96435, -7.63259, -8.58873)
H (-0.41800, -6.94371, -9.07477)
H (-1.72423, -5.88835, -8.50977)
C (3.44572, 10.55349, 3.76905)
C (3.75937, 9.64180, 4.94310)
O (3.44185, 8.28001, 4.71054)
C (4.11172, 7.65802, 3.63135)
C (5.62512, 7.64430, 3.76544)
H (2.39246, 10.47489, 3.49644)
H (3.66260, 11.58936, 4.03060)
H (4.03663, 10.30366, 2.88679)
H (3.15522, 9.94271, 5.79932)
H (4.80715, 9.74542, 5.24589)
H (3.81134, 8.11434, 2.68106)
H (3.74097, 6.63226, 3.61525)
H (6.04547, 8.65047, 3.76840)
H (6.07021, 7.10216, 2.93030)
H (5.92099, 7.15702, 4.69551)
C (-4.24887, 10.18173, 9.09267)
C (-4.37897, 8.73136, 8.65936)
O (-3.21508, 7.95611, 8.88127)
C (-2.78397, 7.85009, 10.22747)
C (-3.80882, 7.21987, 11.15431)
H (-3.40533, 10.65633, 8.58939)
H (-5.15754, 10.73010, 8.84314)
H (-4.09003, 10.27544, 10.16764)
H (-4.55214, 8.69153, 7.58367)
H (-5.24851, 8.26340, 9.13414)
H (-2.46834, 8.82971, 10.60368)
H (-1.89041, 7.22571, 10.19994)
H (-4.71705, 7.81888, 11.22889)
H (-3.39449, 7.11995, 12.15787)
H (-4.09146, 6.23032, 10.79274)
C (-7.73606, -6.06774, -4.35295)
C (-7.81530, -7.53215, -4.75020)
O (-6.60458, -8.24482, -4.57072)
C (-6.10238, -8.30120, -3.24881)
C (-7.04015, -8.95757, -2.25068)
H (-6.94245, -5.56449, -4.90784)
H (-8.68185, -5.57004, -4.56782)
H (-7.52979, -5.94247, -3.28899)
H (-8.03883, -7.60538, -5.81435)
H (-8.63596, -8.03075, -4.22339)
H (-5.81467, -7.29851, -2.90932)
H (-5.18148, -8.88292, -3.31337)
H (-7.97077, -8.40084, -2.13579)
H (-6.56473, -9.01438, -1.27105)
H (-7.29439, -9.96729, -2.57459)